The following is a DFT calculation (ωB97M-V/def2-TZVPD) of one molecule with the formula C27H27FO5 at a distorted geometry.

Geometry (Å):
C -4.1532 -1.5714 2.8366
C -2.9566 -2.0141 2.0565
O -2.3490 -0.7699 1.6341
C -1.3623 -0.9846 0.7794
C -0.6168 0.2568 0.1801
C -1.4683 1.5353 0.4148
O -1.0553 2.6953 0.3281
O -2.7513 1.3773 0.7209
C -3.3992 2.6233 1.0519
C -4.6639 2.2099 1.7349
C 0.7306 0.3124 0.9490
C 1.2919 1.5051 1.4074
C 2.5972 1.5662 1.8667
C 3.3834 0.3984 1.9270
O 4.7087 0.5556 2.2109
C 5.4857 -0.6416 2.4319
C 2.7852 -0.8390 1.6033
C 1.4800 -0.8568 1.1162
O -1.0891 -2.1548 0.5011
H -4.7675 -2.4333 3.0903
H -3.8432 -1.0864 3.7667
H -4.7665 -0.8680 2.2604
H -2.2098 -2.5545 2.6510
H -3.2375 -2.6080 1.1761
H -2.7605 3.2060 1.7268
H -3.5533 3.1569 0.1083
H -5.2573 3.1020 1.9431
H -5.2726 1.5293 1.1324
H -4.4438 1.7199 2.6914
H 0.7397 2.4345 1.3761
H 3.0443 2.5220 2.1296
H 6.4756 -0.2659 2.6885
H 5.0722 -1.2327 3.2616
H 5.5322 -1.2595 1.5246
H 3.3508 -1.7737 1.6644
H 1.0608 -1.8222 0.8479
F 1.6427 1.1988 -5.4882
C 1.1891 1.6594 -4.2708
C 1.5983 2.9202 -3.8394
C 1.2872 3.2579 -2.5245
C 0.7111 2.3164 -1.6670
C 0.2383 1.0971 -2.1288
C -0.4685 0.0295 -1.2715
C 0.1503 -1.3376 -1.6322
C -0.6732 -2.4353 -1.9050
C -0.1130 -3.6671 -2.2402
C 1.2781 -3.8236 -2.2757
C 2.1016 -2.7256 -2.0330
C 1.5303 -1.4755 -1.7467
C 0.4271 0.7969 -3.4892
H 2.1509 3.5839 -4.5003
H 1.5038 4.2457 -2.1281
H 0.6122 2.5821 -0.6259
H -1.5116 -0.0129 -1.6462
H -1.7609 -2.3252 -1.8817
H -0.7788 -4.5096 -2.4310
H 1.7182 -4.8026 -2.4655
H 3.1914 -2.8127 -2.0662
H 2.1649 -0.5928 -1.6159
H 0.0495 -0.1373 -3.9174

Output
structure (SMILES)	CCOC(=O)C(C(=O)OCC)(c1ccc(OC)cc1)[C@H](c1ccccc1)c1cccc(F)c1
ΔE to the lowest compared entry with this formula, charge and spin	11.53	kcal per mole
LUMO	0.024	Ha
E_HOMO	-0.3090	hartree


The following is a DFT calculation (ωB97M-V/def2-TZVPD) of CH6BN as an isolated structure at a distorted geometry.

Geometry (Å):
B 0.2281 -0.1509 0.4217
C -1.1885 0.2176 -0.0770
N 1.4046 0.0937 -0.2490
H 0.3886 -0.9595 1.7291
H -1.8334 0.1000 0.7771
H -1.2813 -0.4754 -0.8030
H -1.2726 1.2236 -0.4844
H 2.1637 -0.5685 -0.1408
H 1.3908 0.5192 -1.1736

Output
ΔE to the lowest compared entry with this formula, charge and spin	28.44	kcal per mole
LUMO	0.029	Ha
E_HOMO	-0.3677	hartree


The following is a DFT calculation (ωB97M-V/def2-TZVPD) of C46H43N5O8P2SY as an isolated structure at a distorted geometry.

Geometry (Å):
Y 0.0184 0.0075 -0.0142
C 3.7913 -0.6500 -1.3646
C 3.3901 0.4841 -0.5075
N 2.1949 0.7189 -0.0251
C 2.2916 1.9077 0.6737
C 3.6024 2.3880 0.6389
N 4.2586 1.4486 -0.1238
C 4.3543 3.5288 1.1475
O 3.6975 4.4137 1.8839
O 5.5421 3.6691 0.9129
C 1.1098 2.5245 1.3199
O 1.3177 3.5969 1.9378
O 0.0074 1.9353 1.1713
H 2.9373 -1.2972 -1.5635
H 4.5667 -1.2474 -0.8779
H 4.1776 -0.2904 -2.3224
H 5.2374 1.5035 -0.3601
H 2.7203 4.1923 1.9932
N -1.4940 -1.9385 1.9468
P -0.0340 -0.8693 2.5719
C -0.2075 -1.7923 4.1407
C -1.3669 -1.7859 4.9279
C -1.3825 -2.4313 6.1618
C -0.2440 -3.0930 6.6195
C 0.9076 -3.1100 5.8414
C 0.9245 -2.4664 4.6050
C -0.2753 0.6951 3.2289
C 0.8574 1.4770 3.4051
C 0.7541 2.7572 3.9595
C -0.4854 3.2671 4.3230
C -1.6223 2.5032 4.1390
C -1.5241 1.2255 3.5994
P -1.4210 -2.2973 0.0779
C -2.5145 -3.7322 0.4457
C -2.1649 -5.0676 0.1856
C -3.0915 -6.0938 0.3724
C -4.3773 -5.8078 0.8163
C -4.7427 -4.4909 1.0695
C -3.8216 -3.4640 0.8838
C 0.0935 -3.2072 -0.3195
C 0.8524 -3.9727 0.6021
C 1.9879 -4.6494 0.1859
C 2.3944 -4.5801 -1.1434
C 1.6600 -3.8257 -2.0572
C 0.5160 -3.1357 -1.6515
H -2.3340 -1.3491 2.0834
H -2.2669 -1.2894 4.5948
H -2.2807 -2.4222 6.7650
H -0.2587 -3.5956 7.5782
H 1.7916 -3.6266 6.1947
H 1.8278 -2.4880 4.0077
H 1.8330 1.0957 3.1277
H 1.6412 3.3526 4.1045
H -0.5606 4.2596 4.7483
H -2.5903 2.8979 4.4217
H -2.4293 0.6503 3.4711
H -1.1891 -5.3523 -0.1722
H -2.8089 -7.1186 0.1673
H -5.0933 -6.6073 0.9592
H -5.7456 -4.2642 1.4091
H -4.1389 -2.4471 1.0811
H 0.5461 -4.0375 1.6391
H 2.5581 -5.2340 0.8968
H 3.2808 -5.1112 -1.4672
H 1.9805 -3.7779 -3.0835
H -0.0577 -2.5404 -2.3705
C -3.1119 3.0328 0.0433
C -2.2026 1.9483 -0.4441
N -2.1861 0.7190 -0.0356
O -3.1632 0.4884 0.9474
C -1.2223 2.2999 -1.5209
C -1.7500 3.0396 -2.7154
N -0.0005 1.9456 -1.2718
O 0.9028 2.3163 -2.1944
H -3.2405 2.9662 1.1253
H -4.0868 2.9339 -0.4421
H -2.6945 4.0132 -0.1886
H -2.9295 -0.3997 1.2315
H -2.8337 2.9156 -2.7920
H -1.3060 2.6565 -3.6357
H -1.5228 4.1050 -2.6172
O 1.0846 -1.6444 0.0084
O -0.6019 0.5190 -2.4689
S 0.0238 -0.8386 -2.6049
C 1.2313 -0.6679 -3.9606
C 2.3269 -1.5200 -4.0571
C 3.2443 -1.3707 -5.0946
C 3.0729 -0.3639 -6.0356
C 1.9883 0.4984 -5.9373
C 1.0735 0.3500 -4.9010
C -1.1735 -1.8224 -3.6290
C -1.0260 -3.2033 -3.8709
C -1.9675 -3.8863 -4.6383
C -3.0625 -3.2142 -5.1630
C -3.2235 -1.8575 -4.9215
C -2.2873 -1.1676 -4.1576
H 2.4806 -2.2943 -3.3336
H 4.0970 -2.0385 -5.1657
H 3.7884 -0.2461 -6.8433
H 1.8548 1.2910 -6.6658
H 0.2334 1.0334 -4.8266
H -0.1912 -3.7514 -3.4737
H -1.8452 -4.9481 -4.8254
H -3.7947 -3.7493 -5.7595
H -4.0816 -1.3314 -5.3263
H -2.4310 -0.1067 -3.9732

Output
ΔE to the lowest compared entry with this formula, charge and spin	283.03	kcal per mole
LUMO	0.086	Ha
total charge	-1
E_HOMO	-0.1234	hartree